# 1
Here is C28H49BBrN3NbO7 as an isolated structure at a distorted geometry from OMol25. Energies are from wB97M-V/def2-TZVPD.

Each line ends with the Mulliken charge.
Geometry (Å):
C -3.04328 -5.06299 0.76266  -0.85
C -1.37264 -5.07827 0.77800  -0.48
C -0.71291 -5.69212 -0.59000  -0.13
C -0.61030 -4.65226 -1.84957  -0.50
C -1.07145 -3.11305 -1.53334  0.26
C -1.36688 -2.41472 -3.02482  -0.69
C -1.39946 -0.77223 -2.96881  -0.67
C -2.01472 -0.15008 -1.57967  0.35
C -2.27202 1.47548 -1.63896  -0.80
Nb -1.41630 2.49078 0.23073  -0.45
O -3.11872 3.75855 0.42708  -0.81
C -2.25418 0.91776 1.65004  -0.35
C -3.34513 1.51652 2.76020  -0.30
C -4.81120 0.85356 2.31147  -0.53
Br -6.26656 1.49813 3.53083  -0.27
C -0.31515 3.47973 1.97757  -0.34
C 0.95125 2.56019 2.56371  -0.40
C 2.19218 2.44150 1.49663  -0.20
C 2.91438 0.93661 1.48234  -0.28
N 4.06503 1.07227 0.46378  -0.61
B -0.52298 4.11644 -1.15387  0.56
O 0.80679 4.68791 -0.83312  -0.44
O -1.23287 4.63890 -2.35586  -0.57
H -3.40499 -5.09701 1.89998  0.28
H -3.49034 -4.07737 0.31727  0.20
H -3.48933 -5.95926 0.15379  0.24
H -0.92189 -4.03397 1.11090  0.22
H -1.08572 -5.82981 1.65925  0.32
H -1.39265 -6.59516 -0.94835  0.15
H 0.38191 -6.10018 -0.35554  0.04
H -1.25491 -5.03890 -2.76846  0.21
H 0.52618 -4.60995 -2.21260  0.20
H -0.23300 -2.49856 -0.96606  0.11
H -2.07332 -2.99945 -0.93987  -0.12
H -0.52232 -2.78884 -3.76508  0.25
H -2.38410 -2.83343 -3.46382  0.27
H -0.30878 -0.32695 -3.15925  0.23
H -2.04539 -0.38983 -3.89417  0.25
H -1.25554 -0.40839 -0.71356  -0.07
H -3.02599 -0.72280 -1.34263  0.18
H -1.63737 1.87034 -2.56940  0.26
H -3.40710 1.74400 -1.83033  0.14
H 0.05755 1.40764 0.02684  0.28
H -3.58499 3.82717 -0.47644  0.23
H -2.77194 -0.00999 1.10916  0.08
H -1.36550 0.47509 2.31215  0.08
H -3.36396 2.68604 2.79438  0.28
H -3.05098 1.06600 3.82590  0.28
H -4.99359 1.15136 1.17356  0.28
H -4.64922 -0.31348 2.31131  0.35
H 0.12065 4.55467 1.72342  0.01
H -1.05355 3.65572 2.89794  0.31
H 0.53499 1.51783 2.89505  0.16
H 1.33084 3.13221 3.51952  0.26
H 3.06619 3.21654 1.70908  0.26
H 1.84900 2.62307 0.37887  0.04
H 2.11929 0.14501 1.10498  0.14
H 3.32476 0.70571 2.56603  0.25
H 4.60365 1.90832 0.83805  0.22
H 4.65620 0.21206 0.45561  0.22
H 0.73962 5.68916 -0.79837  0.19
H -1.66263 5.53413 -2.15619  0.26
C -0.01436 10.73927 1.05672  -0.35
C 1.36717 10.82638 0.87807  -0.41
C 2.16948 9.69914 1.06522  -0.41
C 1.57452 8.48306 1.42844  -0.07
C 0.18870 8.39462 1.61596  -0.12
C -0.60302 9.52942 1.42868  -0.56
N 2.40960 7.28847 1.60182  0.96
O 3.63356 7.41178 1.44550  -0.61
O 1.84293 6.22466 1.89032  -0.53
H -0.63646 11.61957 0.90415  0.36
H 1.81874 11.77317 0.58960  0.36
H 3.24454 9.78343 0.92206  0.43
H -0.28563 7.45838 1.90266  0.53
H -1.68010 9.47026 1.56888  0.39
C 5.15328 -9.38581 -1.79408  -0.35
C 4.35973 -9.59447 -0.66498  -0.50
C 3.00915 -9.24095 -0.68375  -0.25
C 2.46003 -8.68085 -1.84544  0.09
C 3.25619 -8.46317 -2.97778  -0.30
C 4.60625 -8.81815 -2.94609  -0.46
N 1.03502 -8.33065 -1.88004  0.99
O 0.36842 -8.52093 -0.85187  -0.56
O 0.57933 -7.86894 -2.93607  -0.57
H 6.20452 -9.66827 -1.77657  0.36
H 4.79367 -10.03599 0.22962  0.35
H 2.40410 -9.41005 0.20433  0.42
H 2.84417 -8.02476 -3.88430  0.43
H 5.23189 -8.65596 -3.82103  0.36

Its LUMO energy is 0.022 Ha. The energy comes out at -4442.57122 Ha. The gap between HOMO and LUMO is 4.9 eV. The total charge is -1.

# 2
Here is a 7-piece molecular cluster, C28H49BN7O7PS overall at a distorted geometry from OMol25. Energies are from wB97M-V/def2-TZVPD.

Each line ends with the Mulliken charge.
Geometry (Å):
O -4.09179 -1.99884 -2.30174  -0.61
P -4.10422 -0.71224 -1.38443  0.91
O -5.00582 -0.86246 0.09513  -0.17
C -6.17715 -1.73892 -0.03720  0.01
C -7.44091 -0.81501 -0.89162  0.25
C -7.37447 -0.96207 -2.62008  -0.46
O -8.50287 -1.67038 -1.65573  -0.43
O -2.40640 -0.39687 -0.96769  -0.05
N -1.70844 -1.33754 -1.62747  -0.50
C -0.36490 -1.05621 -1.67193  0.24
S 1.30466 -0.74571 -1.87852  0.01
O -4.58220 0.65636 -2.38643  -0.39
B -4.68126 1.87213 -1.54795  0.60
O -3.73752 3.01338 -1.80613  -0.49
O -5.70196 2.05569 -0.48266  -0.46
H -6.66290 -2.07826 0.97641  -0.23
H -6.01760 -2.69791 -0.68634  0.35
H -7.76518 0.29930 -0.41506  0.19
H -7.78804 -0.05849 -3.24597  0.26
H -6.63560 -1.78984 -3.05891  0.26
H -4.31324 3.82331 -2.04445  0.31
H -6.57209 2.25758 -0.97339  0.30
C 1.05809 1.73064 1.80859  -0.97
C 2.48258 1.94961 2.30195  -0.45
C 3.34281 2.74111 1.31715  -0.46
C 3.53420 2.02821 0.04900  0.34
N 3.67258 1.46392 -0.95661  -0.44
H 1.03953 1.14185 0.88582  0.19
H 0.47779 1.18694 2.56034  0.33
H 0.55893 2.68564 1.61737  0.31
H 2.94523 0.97761 2.51146  0.30
H 2.44314 2.49611 3.25202  0.31
H 4.32225 2.92714 1.77213  0.27
H 2.88840 3.72051 1.12872  0.32
C -6.00708 -4.05705 5.38755  -1.15
C -5.22541 -3.19058 4.40840  -0.48
C -5.98739 -1.93800 3.97625  -0.05
C -7.21117 -2.26061 3.23376  0.10
N -8.18433 -2.52264 2.65657  -0.58
H -6.93215 -4.43372 4.93934  0.32
H -5.40786 -4.92224 5.68733  0.36
H -6.26638 -3.49287 6.28877  0.30
H -4.95625 -3.79077 3.53088  0.27
H -4.28686 -2.88369 4.88568  0.36
H -5.33557 -1.32840 3.34030  0.26
H -6.23400 -1.33015 4.85429  0.36
C -11.08124 1.82688 5.71461  -1.17
C -10.12482 1.46991 4.58397  -0.57
C -9.82301 -0.02637 4.50432  0.03
C -9.12632 -0.51701 5.69886  0.29
N -8.58511 -0.90149 6.65181  -0.50
H -10.65791 1.57502 6.69230  0.34
H -11.28710 2.90164 5.70953  0.34
H -12.03241 1.29683 5.60474  0.30
H -9.19422 2.03720 4.70600  0.31
H -10.57151 1.78924 3.63457  0.35
H -9.19738 -0.21540 3.62468  -0.03
H -10.75345 -0.58718 4.35937  0.30
C 7.00550 -2.21751 0.37498  -1.36
C 6.24469 -2.24035 -0.94455  -0.25
C 4.80667 -1.73849 -0.81589  0.26
C 3.99417 -2.59722 0.05328  0.22
N 3.35938 -3.27451 0.75126  -0.55
H 6.54409 -2.87907 1.11523  0.36
H 8.03468 -2.55693 0.22305  0.39
H 7.03784 -1.20565 0.79071  0.31
H 6.25448 -3.25967 -1.34904  0.35
H 6.77517 -1.60571 -1.66473  0.07
H 4.35140 -1.70816 -1.81224  0.28
H 4.80304 -0.71152 -0.43309  -0.13
C 9.88518 -0.06766 -4.95826  -1.01
C 10.07329 -1.37545 -4.20010  -0.45
C 9.07136 -2.45480 -4.60930  -0.48
C 7.68916 -2.07945 -4.29042  0.34
N 6.59631 -1.77173 -4.04582  -0.47
H 8.90305 0.37326 -4.75941  0.24
H 10.64318 0.65920 -4.65067  0.33
H 9.98011 -0.22363 -6.03733  0.32
H 10.00123 -1.18166 -3.12307  0.28
H 11.08741 -1.74704 -4.39072  0.32
H 9.31779 -3.38454 -4.08418  0.28
H 9.16304 -2.66128 -5.68177  0.33
C 6.52856 3.58526 -3.35937  -0.99
C 7.95304 3.80423 -2.86601  -0.40
C 8.81328 4.59573 -3.85082  -0.42
C 9.00467 3.88283 -5.11896  0.25
N 9.14305 3.31854 -6.12457  -0.44
H 6.51000 2.99647 -4.28214  0.34
H 5.94826 3.04156 -2.60762  0.16
H 6.02939 4.54026 -3.55059  0.33
H 8.41569 2.83223 -2.65650  0.27
H 7.91360 4.35073 -1.91594  0.32
H 9.79271 4.78176 -3.39584  0.28
H 8.35886 5.57513 -4.03925  0.30

Its LUMO energy is -0.036 Ha. The energy comes out at -2770.47140 Ha. The gap between HOMO and LUMO is 8.0 eV. The total charge is 0.

# 3
Here is a 10-piece molecular cluster, C28H49BrFIN10O22P overall at a distorted geometry from OMol25. Energies are from wB97M-V/def2-TZVPD.

Each line ends with the Mulliken charge.
Geometry (Å):
C 3.88141 -0.35466 4.76316  -0.74
C 3.40361 0.10772 3.50267  -0.50
C 2.37058 0.54346 2.27049  0.35
C 2.68857 0.02541 0.74698  0.51
C 4.06205 -0.86390 0.53482  0.08
O 4.22525 -2.04954 1.13960  -0.31
O 5.15157 -0.36545 -0.31801  0.02
P 6.72615 -0.69321 0.34795  0.15
O 7.03349 -2.41492 0.03530  -0.47
Br 6.80449 -0.39232 2.60713  -0.16
C 1.61599 0.43640 -0.42778  -0.03
C 1.87341 -0.11006 -1.97039  0.27
C 3.20395 0.60585 -2.68801  -0.85
C 1.98431 -1.77896 -1.99328  -0.26
C 0.62237 -2.49077 -2.62515  -0.92
C 0.31389 1.39250 0.00600  0.08
C -0.73560 1.77482 -1.23913  -0.29
C -0.13314 3.06923 -2.08025  0.22
O -0.97598 3.64473 -2.95583  -0.53
I 1.86499 3.92997 -1.84945  0.08
N 0.09562 1.88639 1.45207  0.62
C -1.10631 2.80409 1.75904  -1.02
C -2.52661 1.96173 1.90436  0.51
C -3.27606 1.85816 3.19542  -0.98
C 1.03393 1.49214 2.58156  0.31
C 0.84908 1.93456 4.16871  0.07
C 1.99679 2.97503 4.70684  -0.21
F 1.40863 4.21250 5.34005  -0.35
H 4.20669 -0.86490 5.79125  0.36
H 6.84180 -2.51193 -0.95770  0.34
H 0.97514 0.13483 -2.70753  0.26
H 3.95123 -0.24595 -2.99515  0.23
H 2.91408 1.31959 -3.56941  0.22
H 3.66666 1.29170 -1.82858  0.17
H 2.04094 -2.17630 -0.86953  0.12
H 2.94312 -2.16445 -2.54306  0.34
H -0.19452 -2.53682 -1.76750  0.14
H 0.26426 -1.91535 -3.57952  0.31
H 0.85635 -3.62274 -2.91301  0.22
H -1.79568 2.10899 -0.85146  0.01
H -0.94217 0.83225 -1.94227  0.42
H -0.91415 3.50527 2.68845  0.59
H -1.28234 3.54823 0.84194  0.32
H -3.00445 1.45470 0.94002  0.22
H -4.42709 1.56034 3.13395  0.31
H -2.71183 2.05938 4.22124  0.16
H -0.24508 2.33292 4.41188  -0.21
H 0.94554 0.92346 4.79588  0.24
H 2.81582 3.23559 3.90952  0.32
H 2.55928 2.41575 5.59684  0.21
C -1.00943 -4.88502 -6.20473  -0.83
N -0.30634 -4.65824 -4.91329  0.89
O 0.91809 -4.83019 -4.89756  -0.51
O -1.00348 -4.31412 -3.95173  -0.46
H -0.27684 -5.18158 -6.95853  0.31
H -1.74225 -5.67876 -6.04600  0.30
H -1.49356 -3.94746 -6.48546  0.32
C -4.38979 4.32294 -3.03999  -0.42
N -5.19763 3.09554 -2.80660  0.88
O -5.85309 3.03986 -1.75956  -0.54
O -5.15086 2.22252 -3.68105  -0.51
H -4.52523 5.00110 -2.19464  0.30
H -3.34484 4.01821 -3.12628  0.10
H -4.74745 4.78215 -3.96381  0.22
C -1.79253 -6.58059 -1.17630  -0.68
N -2.44113 -7.61063 -2.03183  0.87
O -1.78194 -8.05778 -2.97765  -0.52
O -3.59376 -7.94116 -1.72983  -0.52
H -0.78685 -6.38796 -1.55623  0.27
H -2.40368 -5.67721 -1.22758  0.27
H -1.75136 -6.97536 -0.15911  0.31
C -2.86777 6.26748 -6.71571  -0.70
N -4.33941 6.09374 -6.58270  0.83
O -4.75030 4.97258 -6.26141  -0.51
O -5.04061 7.08774 -6.80470  -0.49
H -2.37821 5.31696 -6.49279  0.31
H -2.66378 6.57455 -7.74349  0.29
H -2.56089 7.03569 -6.00305  0.28
C -3.21288 -1.73180 2.30107  -0.64
N -2.36344 -2.21802 1.18052  0.84
O -2.69119 -3.28184 0.64207  -0.50
O -1.39152 -1.51808 0.87314  -0.43
H -4.02653 -2.44244 2.46174  0.32
H -2.58021 -1.66298 3.18832  0.28
H -3.60585 -0.75369 2.01631  0.10
C -0.06349 2.20393 8.02018  -0.60
N 0.27167 0.77536 7.77437  0.90
O 1.05786 0.23490 8.56104  -0.52
O -0.26384 0.23685 6.79853  -0.53
H 0.47605 2.54605 8.90602  0.30
H 0.24349 2.77078 7.13889  0.17
H -1.14215 2.26702 8.17744  0.28
C 4.56421 -4.27979 3.57498  -0.58
N 5.02267 -4.80423 4.88966  0.85
O 6.23660 -4.76647 5.12203  -0.50
O 4.15096 -5.23914 5.65124  -0.52
H 5.43251 -3.93213 3.01104  0.27
H 4.06546 -5.09701 3.05000  0.31
H 3.87627 -3.45485 3.77102  0.16
C 3.59943 -3.34516 -7.25725  -0.72
N 2.40488 -2.47809 -7.44386  0.86
O 2.32460 -1.46557 -6.73859  -0.51
O 1.58141 -2.83845 -8.29302  -0.50
H 4.23491 -2.90934 -6.48325  0.28
H 3.24566 -4.33286 -6.95473  0.27
H 4.12823 -3.38751 -8.21161  0.31
C -5.06006 5.31918 5.54184  -0.77
N -4.01700 4.26142 5.62408  0.91
O -2.86505 4.62200 5.89244  -0.52
O -4.38408 3.09895 5.41681  -0.52
H -4.59794 6.28765 5.74521  0.30
H -5.47546 5.29454 4.53235  0.30
H -5.82121 5.09035 6.29051  0.30

Its LUMO energy is -0.183 Ha. The calculation puts the energy above the lowest of the compared OMol25 structures with the same formula, charge and spin at 19.117 eV. The energy comes out at -6610.28163 Ha. The gap between HOMO and LUMO is 6.8 eV. The total charge is +1.

# 4
Here is C28H49BrNP3V as an isolated structure at a distorted geometry from OMol25. Energies are from wB97M-V/def2-TZVPD.

Each line ends with the Mulliken charge.
Geometry (Å):
N 3.64384 3.41769 4.35968  -0.37
C 3.89163 2.10514 4.33064  -0.54
C 4.15938 1.43009 3.13628  -0.40
C 4.13655 2.15433 1.91675  0.58
C 3.90053 3.54639 1.97868  -0.27
C 3.68735 4.12442 3.23598  -0.55
C 4.08833 1.41574 0.67683  -0.06
V 0.06802 -0.43164 -1.65490  0.20
P -2.19047 -1.68372 -2.23113  0.16
C 3.49890 1.91539 -0.45340  -0.70
C 2.60759 1.11623 -1.27507  1.29
C 1.58460 1.68984 -2.07653  -0.96
C 1.02733 0.96544 -3.14903  -0.88
C 1.34333 -0.40718 -3.28221  -0.75
C 2.15290 -1.05901 -2.31604  -0.34
C 2.71480 -0.29200 -1.26159  -1.25
Br 0.25748 -1.45927 -4.66009  0.18
H 4.54859 0.41648 0.71253  0.80
H 3.68120 2.94462 -0.79792  0.70
H 4.34890 0.36139 3.15653  0.52
H 3.85254 4.15536 1.08215  0.45
H 3.85951 1.56245 5.27529  0.40
H 3.50808 5.20654 3.31653  0.42
H 1.32395 2.74244 -1.93208  0.67
H 3.37029 -0.75851 -0.53472  0.87
H 0.41527 1.46685 -3.89856  0.62
H 2.49075 -2.07788 -2.50191  0.70
P -1.12739 1.22352 0.06945  1.30
C -1.27063 -3.31202 -2.48661  0.06
C -1.66497 -4.17813 -3.68045  -1.53
H -1.38808 -3.88346 -1.55116  0.47
H -0.19672 -3.06926 -2.55730  0.31
H -0.95715 -5.01588 -3.75787  0.41
H -2.65572 -4.62892 -3.54776  0.33
H -1.62226 -3.64241 -4.63740  0.32
C -2.89175 -0.73463 -3.66975  0.05
C -3.92381 -1.44650 -4.54390  -1.58
H -2.03597 -0.43524 -4.29045  0.32
H -3.30302 0.19881 -3.24465  0.32
H -4.05709 -0.91216 -5.49889  0.45
H -3.60277 -2.46597 -4.81500  0.33
H -4.91375 -1.47273 -4.06258  0.39
C -3.70066 -2.30151 -1.39289  -0.19
C -4.42920 -3.50997 -1.99501  -1.54
H -4.37998 -1.44090 -1.34757  0.49
H -3.39734 -2.53054 -0.36423  0.36
H -5.36524 -3.68378 -1.44784  0.43
H -4.71863 -3.36474 -3.04396  0.33
H -3.84198 -4.43130 -1.90915  0.41
C -2.39338 1.05131 1.44241  -1.14
C -3.64074 0.23837 1.11773  -1.21
H -2.69194 2.08829 1.67458  0.70
H -1.90354 0.64595 2.34123  0.54
H -4.40954 0.46588 1.86743  0.48
H -4.06725 0.46912 0.13517  0.23
H -3.46574 -0.83934 1.17067  0.34
C -2.20345 2.16814 -1.09325  -0.63
C -1.46911 3.13820 -2.00941  -1.00
H -2.94316 2.70628 -0.47821  0.60
H -2.74486 1.41204 -1.68781  -0.19
H -2.21555 3.67081 -2.61101  0.49
H -0.88843 3.89042 -1.45969  0.29
H -0.79351 2.62694 -2.70638  -0.01
C -0.01279 2.55161 0.78463  0.39
C 0.14906 2.67626 2.30343  -1.46
H -0.39475 3.50556 0.39545  0.58
H 0.97540 2.38409 0.32070  -0.81
H 0.60187 3.65184 2.52027  0.44
H -0.80484 2.61671 2.84258  0.33
H 0.83618 1.93148 2.72329  0.27
C -1.05633 -2.54458 1.14430  -0.99
P 0.33871 -1.55526 0.50012  1.07
C 0.83987 -0.60275 2.00381  -0.75
C 1.72153 -2.75756 0.41535  -1.19
H -1.88824 -1.90410 1.45298  0.05
H -0.72334 -3.13150 2.00842  0.67
H -1.41274 -3.22773 0.37045  0.25
H 1.12246 -1.29723 2.81618  0.67
H 1.69251 0.05228 1.77027  -0.15
H 0.01238 0.01823 2.36667  0.24
H 1.66278 -3.45214 1.26909  0.52
H 1.65422 -3.31765 -0.52721  0.37
H 2.68447 -2.23004 0.41328  0.28

The spin multiplicity is 2. Its expectation value of S² is 0.96. Its LUMO energy (spin up / spin down) is -0.532 / -0.534 Ha. The energy comes out at -5691.46550 Ha. The gap between HOMO and LUMO (spin up / spin down) is 5.4 / 5.3 eV. The total charge is +4.